#one
Molecular formula: C4H10NO
Method: DFT, wB97M-V/def2-TZVPD

XYZ file:
```
16
Properties=species:S:1:pos:R:3:lowdin_charge:R:1
C -0.506 0.842 1.425 0.1626
C -1.665 0.531 0.485 -0.0681
C 0.285 0.814 -1.169 0.0667
C 1.026 -1.803 -0.276 0.0492
N -0.462 0.037 -0.124 -0.2306
O -0.398 -1.301 -0.173 -0.0913
H 0.025 1.764 1.495 0.1134
H -0.564 0.077 2.168 0.1125
H -2.390 -0.069 1.012 0.1402
H -2.237 1.306 -0.012 0.1380
H 0.005 1.813 -1.309 0.1052
H 1.282 0.709 -1.033 0.0669
H 0.048 0.399 -2.124 0.1163
H 1.483 -1.830 -1.286 0.1075
H 0.720 -2.835 0.027 0.1261
H 1.509 -1.125 0.395 0.0853
```

Output
E_LUMO = -0.126 Ha
charge = +1
molar mass = 88.1 g mol⁻¹

#two
Molecular formula: C4H10NO
Method: DFT, wB97M-V/def2-TZVPD

XYZ file:
```
16
Properties=species:S:1:pos:R:3:lowdin_charge:R:1
C 0.686 3.222 -1.210 0.0336
C 1.004 1.994 -1.483 -0.2289
C 0.141 -2.055 1.677 0.0518
C -0.977 -0.533 -0.108 0.1500
N -0.783 -0.962 1.132 -0.0234
O 0.843 1.029 -0.481 -0.1901
H 0.705 4.102 -1.869 0.0877
H 0.521 3.479 -0.230 0.0380
H 1.266 1.411 -2.385 0.1377
H -0.398 -2.603 2.441 0.1069
H 0.312 -2.602 0.750 0.1074
H 0.947 -1.592 2.084 0.0615
H -1.037 -1.353 -0.803 0.1275
H -1.490 0.454 -0.176 0.1422
H 0.718 1.005 0.673 0.2383
H -0.909 -0.246 1.867 0.1598
```

Output
E_LUMO = -0.186 Ha
charge = +1
molar mass = 88.1 g mol⁻¹

Order from most stable to least stable according to the calculation: #two, #one